# 1
Density functional theory data (ωB97M-V/def2-TZVPD) for one molecule with the formula C3H5N3O.

Computed properties:
* spin multiplicity: 1
* highest occupied orbital energy: -7.7 eV
* frontier orbital gap: 8.42 eV
* total charge: 0
* lowest unoccupied orbital energy: 0.8 eV
* SMILES: Nc1c[nH]c(=O)[nH]1

Element x y z (Å)
1 N -1.36 0.75 -1.36
2 C -0.52 0.20 -0.39
3 C -0.72 -0.73 0.57
4 N 0.51 -0.90 1.24
5 C 1.46 -0.03 0.74
6 O 2.61 0.13 1.10
7 N 0.80 0.62 -0.30
8 H -0.87 0.97 -2.21
9 H -2.14 0.14 -1.57
10 H -1.56 -1.38 0.74
11 H 0.58 -1.18 2.21
12 H 1.21 1.41 -0.77


# 2
Density functional theory data (ωB97M-V/def2-TZVPD) for one molecule with the formula C3H5N3O in a non-equilibrium geometry.

Computed properties:
* spin multiplicity: 1
* highest occupied orbital energy (alpha / beta): -7.1 / -7.2 eV
* frontier orbital gap (alpha / beta): 7.03 / 7.30 eV
* total charge: 0
* lowest unoccupied orbital energy (alpha / beta): -0.1 / 0.1 eV

Element x y z (Å)
1 C 0.40 0.20 0.56
2 C -0.95 0.23 -1.34
3 C 0.77 -0.23 1.88
4 N 1.34 -0.30 -1.40
5 N -0.82 0.28 0.08
6 N 0.26 -0.04 -1.98
7 O -1.95 0.49 -2.04
8 H 1.60 0.36 2.06
9 H 0.96 -1.25 1.89
10 H -0.05 -0.02 2.50
11 H -1.64 0.12 0.76
12 H 0.07 0.16 -2.97


# 3
Density functional theory data (ωB97M-V/def2-TZVPD) for one molecule with the formula C3H5N3O in a non-equilibrium geometry.

Computed properties:
* spin multiplicity: 1
* highest occupied orbital energy: -7.4 eV
* frontier orbital gap: 8.28 eV
* total charge: 0
* lowest unoccupied orbital energy: 0.8 eV
* SMILES: Nc1nc(O)c[nH]1

Element x y z (Å)
1 N -2.02 -0.81 0.99
2 C -0.72 -0.52 0.64
3 N 0.45 -0.99 0.69
4 C 1.36 -0.10 -0.04
5 O 2.38 -0.64 -0.77
6 C 0.72 0.98 -0.54
7 N -0.59 1.01 -0.24
8 H -2.49 -1.58 0.49
9 H -2.47 0.06 0.74
10 H 3.11 -0.95 -0.23
11 H 1.20 1.72 -1.18
12 H -1.00 1.92 -0.55


# 4
Density functional theory data (ωB97M-V/def2-TZVPD) for one molecule with the formula C3H5N3O in a non-equilibrium geometry.

Computed properties:
* spin multiplicity: 1
* highest occupied orbital energy: -9.2 eV
* frontier orbital gap: 9.36 eV
* total charge: 0
* lowest unoccupied orbital energy: 0.2 eV
* SMILES: C/N=c1\nc[nH]o1

Element x y z (Å)
1 C 1.44 -0.41 1.66
2 C 0.45 0.10 -0.38
3 C -1.69 -0.05 -0.92
4 H 1.34 0.26 2.65
5 H 0.62 -1.18 1.64
6 H 2.27 -1.06 1.86
7 H -2.68 -0.38 -0.97
8 H -1.60 1.48 -2.15
9 N 1.48 0.34 0.30
10 N -0.76 -0.49 -0.05
11 N -1.12 0.59 -2.03
12 O 0.25 0.81 -1.60


# 5
Density functional theory data (ωB97M-V/def2-TZVPD) for one molecule with the formula C3H5N3O in a non-equilibrium geometry.

Computed properties:
* spin multiplicity: 1
* highest occupied orbital energy (alpha / beta): -8.5 / -8.7 eV
* frontier orbital gap (alpha / beta): 7.82 / 6.54 eV
* total charge: 0
* lowest unoccupied orbital energy (alpha / beta): -0.7 / -2.2 eV

Element x y z (Å)
1 C 0.48 0.40 0.68
2 C 1.30 0.95 1.76
3 C -0.38 -1.15 -0.90
4 N 1.43 -1.71 0.38
5 N 1.05 2.24 1.97
6 N 0.62 -0.81 0.14
7 O 2.14 0.33 2.43
8 H -0.26 1.07 0.28
9 H -0.53 -0.31 -1.58
10 H -1.31 -1.38 -0.40
11 H -0.02 -2.01 -1.45
12 H 1.65 2.63 2.69


# 6
Density functional theory data (ωB97M-V/def2-TZVPD) for C3H5N3O as an isolated structure in a non-equilibrium geometry.

Computed properties:
* spin multiplicity: 1
* highest occupied orbital energy: -8.1 eV
* frontier orbital gap: 8.70 eV
* total charge: 0
* lowest unoccupied orbital energy: 0.6 eV

Element x y z (Å)
1 C 1.37 -0.55 0.29
2 C 0.18 -0.72 1.06
3 C -0.66 0.15 0.36
4 H -1.61 0.74 -1.53
5 H 1.99 0.37 -1.42
6 H 2.10 -1.05 0.87
7 H 0.37 -0.94 2.28
8 H -2.39 0.14 1.17
9 N 0.11 0.59 -0.69
10 N 1.19 -0.08 -0.87
11 N -1.90 0.71 0.38
12 O -0.75 0.64 -1.89


# 7
Density functional theory data (ωB97M-V/def2-TZVPD) for one molecule with the formula C3H5N3O in a non-equilibrium geometry.

Computed properties:
* spin multiplicity: 1
* highest occupied orbital energy: -8.9 eV
* frontier orbital gap: 9.62 eV
* total charge: 0
* lowest unoccupied orbital energy: 0.8 eV
* SMILES: Cc1n[nH]c(=O)[nH]1

Element x y z (Å)
1 C 1.88 -0.16 0.01
2 C 0.39 -0.07 0.18
3 N -0.28 -1.11 0.51
4 N -1.60 -0.75 0.42
5 C -1.83 0.48 -0.24
6 O -2.86 1.05 -0.54
7 N -0.40 1.00 -0.16
8 H 2.15 -0.20 -1.05
9 H 2.19 -1.11 0.46
10 H 2.44 0.65 0.47
11 H -2.17 -1.59 0.46
12 H 0.11 1.81 -0.52


# 8
Density functional theory data (ωB97M-V/def2-TZVPD) for one molecule with the formula C3H5N3O.

Computed properties:
* spin multiplicity: 1
* highest occupied orbital energy: -7.3 eV
* frontier orbital gap: 7.87 eV
* total charge: 0
* lowest unoccupied orbital energy: 0.6 eV

Element x y z (Å)
1 N -0.11 -1.46 -2.00
2 C 0.06 -0.65 -0.82
3 C -0.78 0.13 -0.13
4 N -0.36 0.85 1.02
5 C 0.90 0.93 1.42
6 O 0.90 1.65 2.57
7 N 1.16 -1.27 -1.19
8 H -0.13 -1.04 -2.92
9 H -0.56 -2.38 -1.93
10 H -1.80 0.24 -0.44
11 H -1.10 1.29 1.57
12 H 1.82 1.70 2.85


# 9
Density functional theory data (ωB97M-V/def2-TZVPD) for C3H5N3O as an isolated structure in a non-equilibrium geometry.

Computed properties:
* spin multiplicity: 1
* highest occupied orbital energy: -8.2 eV
* frontier orbital gap: 8.66 eV
* total charge: 0
* lowest unoccupied orbital energy: 0.4 eV

Element x y z (Å)
1 C -0.08 -1.18 -0.21
2 C -0.03 1.08 -0.21
3 C -0.82 0.02 -0.17
4 N 1.22 -1.11 -0.03
5 N 1.61 0.08 -0.33
6 N -2.26 0.03 -0.10
7 O 2.74 0.59 0.21
8 H -0.38 -2.28 -0.29
9 H 0.10 2.10 -0.58
10 H -2.43 -0.49 0.73
11 H -2.69 0.91 -0.03
12 H 3.04 0.25 1.02


# 10
Density functional theory data (ωB97M-V/def2-TZVPD) for one molecule with the formula C3H5N3O in a non-equilibrium geometry.

Computed properties:
* spin multiplicity: 3
* highest occupied orbital energy (alpha / beta): -4.2 / -8.7 eV
* frontier orbital gap (alpha / beta): 4.87 / 7.61 eV
* total charge: 0
* lowest unoccupied orbital energy (alpha / beta): 0.7 / -1.1 eV

Element x y z (Å)
1 C -1.40 -0.96 -0.04
2 C -0.02 -0.86 -0.09
3 C 0.29 0.53 -0.07
4 N -1.95 0.28 0.01
5 N -0.94 1.18 0.00
6 N 1.49 1.22 -0.14
7 O 0.97 -1.84 -0.05
8 H -1.82 -1.89 0.23
9 H -0.99 2.16 -0.25
10 H 1.38 1.98 0.52
11 H 2.40 0.87 -0.27
12 H 0.58 -2.68 0.14


# 11
Density functional theory data (ωB97M-V/def2-TZVPD) for an isolated ion of composition C3H5N3O and charge +2 in a non-equilibrium geometry.

Computed properties:
* spin multiplicity: 1
* highest occupied orbital energy (alpha / beta): -20.1 / -20.1 eV
* frontier orbital gap (alpha / beta): 8.86 / 8.72 eV
* total charge: +2
* lowest unoccupied orbital energy (alpha / beta): -11.2 / -11.4 eV
* SMILES: [NH+]#CC[N+]([O-])=C=[NH2+]

Element x y z (Å)
1 C 1.24 0.61 0.87
2 C -0.75 0.01 -0.76
3 C 0.93 -0.71 0.93
4 N 1.33 1.66 0.41
5 N 0.05 -0.98 -0.26
6 N -1.92 0.23 -1.19
7 O 0.39 -1.95 -0.92
8 H 1.38 2.64 0.44
9 H 1.79 -1.59 0.86
10 H 0.35 -0.90 1.87
11 H -2.05 1.20 -1.46
12 H -2.74 -0.21 -0.79


# 12
Density functional theory data (ωB97M-V/def2-TZVPD) for C3H5N3OS as an isolated structure in a non-equilibrium geometry.

Computed properties:
* spin multiplicity: 1
* highest occupied orbital energy: -7.9 eV
* frontier orbital gap: 8.10 eV
* total charge: 0
* lowest unoccupied orbital energy: 0.2 eV

Element x y z (Å)
1 C -0.74 0.85 -0.03
2 C -2.06 0.62 0.25
3 C -0.11 -0.39 -0.17
4 H 0.80 2.31 0.30
5 H -0.61 2.94 -0.40
6 H -2.90 1.33 0.51
7 H -3.01 -1.18 -0.56
8 H 2.97 -0.89 1.44
9 N -0.07 2.03 -0.14
10 N -2.40 -0.80 0.19
11 N 1.00 -1.02 0.04
12 O -1.08 -1.39 -0.23
13 S 2.44 -0.08 -0.03


The highest spin multiplicity belongs to which entry?
number 10


Copy entry 6 word for word.
Density functional theory data (ωB97M-V/def2-TZVPD) for C3H5N3O as an isolated structure in a non-equilibrium geometry.

Computed properties:
* spin multiplicity: 1
* highest occupied orbital energy: -8.1 eV
* frontier orbital gap: 8.70 eV
* total charge: 0
* lowest unoccupied orbital energy: 0.6 eV

Element x y z (Å)
1 C 1.37 -0.55 0.29
2 C 0.18 -0.72 1.06
3 C -0.66 0.15 0.36
4 H -1.61 0.74 -1.53
5 H 1.99 0.37 -1.42
6 H 2.10 -1.05 0.87
7 H 0.37 -0.94 2.28
8 H -2.39 0.14 1.17
9 N 0.11 0.59 -0.69
10 N 1.19 -0.08 -0.87
11 N -1.90 0.71 0.38
12 O -0.75 0.64 -1.89